Formula: C31H29IrN7O6S2
Source: the Open Molecules 2025 dataset
Level of theory: wB97M-V/def2-TZVPD

The geometry in XYZ format:
```
76
Properties=species:S:1:pos:R:3:forces:R:3:mulliken_charge:R:1
Ir -0.47316 0.61851 0.90680 -0.415 -0.208 -0.218 3.870
C -0.28250 2.89212 -4.17719 -0.008 -0.027 0.033 -0.791
O -1.46825 3.05149 -3.35615 0.007 0.041 0.011 -0.449
C -1.30706 2.35512 -2.23275 -0.080 0.023 0.135 -0.094
N -0.03291 1.84230 -2.15628 -0.004 -0.111 -0.022 0.777
C 0.81128 2.44201 -3.20341 -0.029 0.007 -0.029 0.024
C 1.80716 1.48052 -3.79538 0.031 0.016 0.017 -0.427
C 1.66685 0.10416 -3.67070 -0.028 0.003 -0.039 0.555
C 2.58329 -0.74516 -4.27450 0.015 -0.008 -0.009 -0.786
C 3.64209 -0.22726 -5.00625 0.009 0.017 -0.007 -0.594
C 3.78588 1.14781 -5.12886 0.001 -0.010 0.001 -0.727
C 2.87482 1.99792 -4.52110 0.014 -0.005 0.041 -0.370
C -2.40109 2.12737 -1.38181 0.083 -0.043 -0.163 0.396
C -3.60864 2.82174 -1.67554 -0.084 0.003 0.034 -1.226
C -4.72197 2.62885 -0.91589 0.062 0.000 -0.039 -0.823
C -4.66700 1.69982 0.14160 0.035 -0.031 0.009 -0.680
C -3.48323 1.05453 0.36808 -0.099 -0.054 0.012 -0.345
N -2.34085 1.24180 -0.34002 0.060 0.218 0.072 0.125
C -3.37914 0.00846 1.38578 -0.020 -0.006 0.005 0.451
N -2.28419 -0.62092 1.61308 -0.010 0.076 -0.074 0.240
C -2.63133 -1.75681 2.51612 -0.054 0.043 0.093 -0.046
C -3.96165 -1.27100 3.09178 -0.022 -0.062 0.005 -0.915
O -4.45051 -0.36300 2.06163 -0.008 -0.001 -0.038 -0.408
C -1.55588 -2.13184 3.49909 0.023 -0.099 0.009 0.005
C -1.80766 -2.29414 4.85421 0.020 0.143 0.021 -0.621
C -0.78956 -2.68670 5.71586 0.026 0.003 0.005 -0.815
C 0.48387 -2.93204 5.22869 -0.018 0.015 0.013 -0.714
C 0.73338 -2.80377 3.86721 0.006 0.026 0.000 -0.507
C -0.28289 -2.41449 3.01243 -0.010 -0.103 -0.033 0.126
H -0.07902 3.84735 -4.64986 0.018 -0.016 -0.016 0.336
H -0.49106 2.12968 -4.92808 -0.015 0.003 0.011 0.421
H 1.32313 3.30883 -2.78529 0.004 0.022 0.000 0.591
H 0.82987 -0.30116 -3.11419 0.012 0.024 -0.013 0.202
H 2.46529 -1.81850 -4.18785 0.004 0.005 -0.011 0.406
H 4.35114 -0.89017 -5.48332 -0.001 -0.005 0.001 0.438
H 4.60939 1.56038 -5.69561 0.003 -0.008 -0.003 0.423
H 3.00135 3.07106 -4.60845 -0.009 0.003 0.003 0.475
H -3.61365 3.50573 -2.51083 -0.002 0.012 0.003 0.548
H -5.63553 3.16574 -1.12766 0.003 0.008 -0.004 0.483
H -5.52525 1.48452 0.76039 0.002 -0.012 0.002 0.623
H -2.82637 -2.61970 1.86856 0.087 0.028 -0.048 0.406
H -3.84590 -0.68593 4.00479 0.012 -0.003 -0.007 0.489
H -4.70294 -2.05149 3.22770 -0.002 0.009 0.015 0.312
H -2.79392 -2.11830 5.26425 -0.006 -0.007 -0.011 0.432
H -0.99973 -2.80849 6.76971 0.001 -0.005 0.002 0.423
H 1.27047 -3.24693 5.90108 0.001 -0.005 0.000 0.454
H 1.71631 -3.03725 3.47449 -0.001 -0.009 0.002 0.448
H -0.10398 -2.36249 1.94495 -0.010 0.002 -0.005 0.417
C 3.56314 -1.55580 0.63325 0.025 0.026 -0.015 -2.070
C 2.13607 -1.12325 0.59032 0.039 0.086 0.057 -0.116
N 1.57379 -0.32834 1.41868 0.040 0.007 -0.032 0.964
N 2.22515 0.19886 2.48561 0.068 -0.060 -0.025 -1.098
C 1.52377 0.95352 3.34998 0.003 0.053 0.043 0.795
N 2.16864 1.50922 4.35795 0.031 -0.017 -0.017 -0.411
S -0.16648 1.18115 3.20222 0.017 0.059 0.124 -0.590
C 1.21886 -1.65631 -0.44800 -0.047 -0.006 -0.122 1.245
C 1.59548 -2.66195 -1.32122 -0.006 0.038 0.064 -0.663
C 0.66886 -3.13658 -2.24171 -0.045 -0.009 0.001 -1.027
C -0.59929 -2.58774 -2.26638 0.011 -0.039 -0.021 -0.794
C -0.90745 -1.58709 -1.35664 -0.003 0.010 0.077 -0.672
N -0.02386 -1.14128 -0.46911 0.024 -0.062 -0.034 -0.018
H 4.20432 -0.84856 1.15553 -0.004 -0.006 0.007 0.561
H 3.95727 -1.64641 -0.37714 0.004 -0.004 0.002 0.472
H 3.65150 -2.52845 1.12318 -0.001 -0.005 -0.003 0.343
H 3.23588 0.17662 2.51301 -0.006 0.014 0.028 0.177
H 3.16231 1.40426 4.49794 -0.001 0.001 0.001 0.201
H 1.66992 2.11351 4.99253 -0.013 -0.003 -0.005 0.265
H 2.58948 -3.08270 -1.28624 0.007 0.009 0.002 0.511
H 0.94185 -3.92563 -2.92943 -0.003 -0.005 0.001 0.488
H -1.34772 -2.92251 -2.97038 0.005 -0.005 -0.004 0.540
H -1.88493 -1.12254 -1.32895 -0.004 -0.007 -0.006 0.381
O 0.97169 4.27180 -0.74462 -0.069 -0.005 -0.094 -0.620
S 0.72017 3.16838 0.10865 0.147 -0.068 0.112 1.143
O -0.60518 3.09610 0.72530 -0.071 0.035 0.136 -0.478
O 0.58135 1.73711 -0.91138 0.196 -0.037 -0.019 -0.548
O 1.76664 2.64434 0.94571 0.054 0.085 -0.024 -0.540
```
Forces are in eV/Å.

The value obtained for the energy above the lowest of the compared OMol25 structures with the same formula, charge and spin is 1.677 eV. As for the spin multiplicity: 6. Its expectation value of S² is 8.78. The net charge is +2.